# 1
C42H27BBr2F4N5NiO3P | ωB97M-V/def2-TZVPD

Geometry as XYZ:
```
86
Properties=species:S:1:pos:R:3:forces:R:3
Ni 0.203410 0.242473 -0.631810 0.29 -2.09 1.22
Br -0.552253 -5.604075 3.532222 0.01 0.04 0.01
C -0.226631 -5.870996 1.685218 -0.01 0.01 -0.02
C 0.952496 -6.470533 1.281082 0.06 -0.01 0.02
C 1.175630 -6.676692 -0.071969 0.14 -0.06 0.00
C 0.249754 -6.252393 -1.010545 -0.05 -0.09 0.00
C -0.939586 -5.666842 -0.588082 -0.16 -0.12 0.03
C -1.184973 -5.480193 0.762507 0.01 0.03 -0.10
N 0.508482 -6.589487 -2.391119 -0.29 0.20 -0.04
N 0.277991 -5.793501 -3.314574 0.34 0.09 0.25
C -0.061245 -4.419918 -3.040920 0.06 0.01 -0.03
C -1.128596 -3.890101 -3.745742 -0.14 -0.09 0.00
C -1.500385 -2.559535 -3.545191 -0.15 0.09 -0.20
C -0.806119 -1.807878 -2.633804 -0.20 0.17 -0.08
O -1.008422 -0.435146 -2.378419 -0.21 0.58 0.05
C 0.223613 -2.332327 -1.863504 0.25 -0.29 0.53
N 0.737411 -1.590746 -0.871294 0.03 0.74 -0.89
C 1.640680 -2.221685 0.084136 -0.50 -0.38 0.21
C 2.501521 -3.258082 -0.580705 0.02 0.21 0.03
C 1.992096 -3.967257 -1.585917 -0.09 -0.15 -0.18
C 0.681008 -3.633363 -2.152703 0.27 -0.08 -0.03
H 1.682277 -6.783614 2.016257 -0.01 0.00 -0.04
H 2.088462 -7.153285 -0.410797 -0.06 -0.02 0.02
H -1.681098 -5.366904 -1.317395 0.00 0.01 0.06
H -2.109672 -5.026456 1.093638 0.02 -0.03 -0.01
H -1.684591 -4.520608 -4.427907 0.06 0.05 0.00
H -2.334774 -2.140036 -4.094554 0.09 -0.03 0.03
H 1.038480 -2.716895 0.878899 0.04 -0.07 -0.12
H 3.511582 -3.429991 -0.219561 -0.07 -0.01 -0.01
H 2.570972 -4.753543 -2.061534 -0.05 0.04 0.03
F -2.215254 7.268813 2.432269 -0.04 0.09 0.01
C -1.631402 6.121904 2.107945 -0.04 0.10 0.05
C -0.810232 5.484604 3.010065 0.06 0.06 0.12
F -0.591819 6.027399 4.203410 0.01 0.03 0.10
C -0.206331 4.293160 2.662112 0.16 -0.18 0.03
F 0.615488 3.759522 3.580501 -0.06 0.07 -0.06
C -0.396531 3.681059 1.434273 -0.50 -0.14 -0.18
P 0.331281 1.997739 1.030528 0.92 0.71 -0.66
C 0.312651 1.093496 2.656085 -0.19 -0.05 -0.06
C -0.897804 1.331689 3.497823 0.11 0.01 -0.01
C -0.823073 1.404521 4.826053 0.16 -0.03 0.11
C 0.466757 1.342145 5.537826 -0.21 0.07 -0.03
C 1.615462 1.139919 4.896120 0.07 -0.08 -0.14
C 1.667298 0.858581 3.429411 -0.05 -0.06 -0.01
C 1.997602 2.637905 0.552994 -0.02 0.11 0.04
C 2.793346 3.421317 1.388252 0.06 -0.05 -0.02
C 4.021189 3.905779 0.951791 -0.06 0.02 0.08
C 4.467029 3.634453 -0.331056 0.03 -0.02 -0.08
C 3.680985 2.869400 -1.181591 -0.01 0.05 0.09
C 2.462942 2.377088 -0.737783 0.08 0.18 0.19
C -1.218550 4.367972 0.528383 0.14 -0.05 0.06
Br -1.508847 3.749441 -1.227081 0.07 -0.12 0.12
C -1.823385 5.565932 0.860359 0.00 -0.09 -0.10
F -2.599571 6.215987 -0.004492 -0.03 0.03 -0.04
H -1.853233 1.416065 2.985693 0.02 -0.02 0.05
H -1.722437 1.551958 5.413092 0.02 -0.03 -0.02
H 0.464227 1.514632 6.607773 -0.01 -0.01 -0.04
H 2.559799 1.150816 5.432988 -0.08 -0.02 -0.01
H 2.521098 1.343800 2.957264 -0.01 0.00 0.02
H 2.470094 3.649578 2.392361 -0.01 0.04 0.04
H 4.625889 4.509019 1.618880 -0.03 -0.04 -0.01
H 5.419652 4.021602 -0.671794 -0.03 -0.01 0.02
H 4.011978 2.663777 -2.192135 -0.03 -0.02 0.03
H 1.865372 1.798966 -1.420979 -0.22 -0.23 -0.19
O -1.772231 1.635627 -3.314640 -0.12 0.01 -0.12
B -1.995870 0.319087 -2.950599 0.00 0.02 -0.10
O -3.281963 -0.095232 -3.233079 -0.12 0.02 -0.01
C -3.886974 1.013268 -3.803560 0.04 -0.18 0.07
C -5.167326 1.134862 -4.279864 -0.15 0.01 -0.03
C -5.503672 2.365999 -4.847147 0.03 -0.04 0.01
C -4.583895 3.406990 -4.916157 -0.02 -0.03 -0.01
C -3.290237 3.268456 -4.411641 0.02 0.17 0.00
C -2.978534 2.053239 -3.856740 0.23 -0.07 0.01
H -5.874378 0.317524 -4.212769 0.05 0.04 -0.04
H -6.499441 2.506640 -5.247850 0.04 0.01 0.03
H -4.872508 4.342384 -5.378571 0.00 -0.03 0.05
H -2.567390 4.075022 -4.451927 -0.06 -0.07 -0.02
N 2.714716 -1.172522 2.164551 0.00 0.13 0.04
C 1.633683 -0.663898 3.017171 0.11 0.08 -0.19
C 0.469307 -0.327691 2.081162 -0.06 -0.34 -0.03
N 1.201423 -0.080943 0.863677 -0.14 1.12 -0.20
C 2.282871 -1.027641 0.761935 0.22 -0.06 0.16
H 2.979303 -2.120454 2.390795 -0.07 -0.05 0.04
H 1.415800 -1.319657 3.857464 0.00 -0.01 0.01
H -0.402763 -0.988932 2.013642 0.00 0.03 0.07
H 3.090892 -0.642556 0.130899 -0.01 0.16 0.06
```
Forces are in eV/Å.

## Properties
- HOMO level (alpha / beta): -7.06 / -7.06 eV
- LUMO level (alpha / beta): 0.00012 / -0.00004 hartree
- Net charge: 0
- Frontier orbital gap (alpha / beta): 7.06 / 7.06 eV

Charges computed using Mulliken, reported in e:
1 Ni 0.115
2 Br -0.177
3 C 0.031
4 C -0.527
5 C -0.380
6 C 0.377
7 C -0.037
8 C -0.600
9 N -0.409
10 N -0.562
11 C -0.314
12 C -1.012
13 C -0.473
14 C -0.119
15 O -0.773
16 C 0.954
17 N -0.154
18 C 1.272
19 C -1.224
20 C -0.679
21 C 0.673
22 H 0.439
23 H 0.422
24 H 0.463
25 H 0.452
26 H 0.415
27 H 0.532
28 H 0.014
29 H 0.453
30 H 0.645
31 F -0.298
32 C 0.602
33 C 0.384
34 F -0.296
35 C -0.261
36 F -0.414
37 C -0.098
38 P 1.096
39 C 1.172
40 C -0.945
41 C -0.473
42 C -0.488
43 C -1.507
44 C -0.059
45 C 1.055
46 C -0.147
47 C -0.914
48 C -0.639
49 C -0.746
50 C -0.423
51 C 0.050
52 Br -0.172
53 C 0.457
54 F -0.328
55 H 0.404
56 H 0.455
57 H 0.423
58 H 0.515
59 H 0.529
60 H 0.517
61 H 0.417
62 H 0.380
63 H 0.457
64 H 0.242
65 O -0.387
66 B 0.912
67 O -0.571
68 C 0.611
69 C -0.940
70 C -0.526
71 C -0.582
72 C -0.733
73 C 0.503
74 H 0.490
75 H 0.381
76 H 0.392
77 H 0.518
78 N -0.444
79 C -0.608
80 C -0.566
81 N -0.015
82 C -1.126
83 H 0.423
84 H 0.498
85 H 0.644
86 H 0.359

---

# 2
C9H14IrN2P | ωB97M-V/def2-TZVPD

Geometry as XYZ:
```
27
Properties=species:S:1:pos:R:3:forces:R:3
C -1.158625 -1.138372 -2.085357 -2.32 -1.33 -3.53
C -1.221719 -0.542138 -3.339466 -0.17 -1.43 1.23
C -0.828680 0.779412 -3.624751 -0.14 0.41 -0.56
C -0.103092 1.581880 -2.734937 0.88 0.70 0.21
C 0.509305 1.152852 -1.553487 1.67 3.21 -2.21
Ir -0.272797 -0.298908 -0.604746 -0.96 -1.45 2.61
P 0.435842 -2.477791 -0.204271 1.01 -0.47 -0.34
H -1.580443 -2.178185 -2.096127 0.25 0.86 0.06
H -1.614838 -1.160102 -4.142390 0.04 0.14 -0.16
H -1.066026 1.160923 -4.631665 0.06 0.00 0.69
H 1.246258 1.869601 -1.124267 -0.65 -0.28 -0.27
H 0.029669 2.640370 -3.037062 0.15 -0.64 0.11
H 1.693944 -2.876430 0.373628 -0.41 -0.58 0.16
H 0.471550 -3.326429 -1.366446 -0.11 0.32 0.71
H -0.516781 -3.206239 0.612004 0.74 0.19 -0.34
C 1.572938 1.735190 1.525996 1.26 0.58 -0.36
C 0.594290 0.844011 2.122376 -1.65 -0.96 0.75
N -0.274557 0.086634 1.459762 -0.13 0.32 1.79
C -1.099776 -0.540911 2.401566 1.42 0.84 0.05
C -0.696929 -0.165433 3.648365 -0.03 0.04 -0.67
N 0.352182 0.722801 3.457854 0.23 -0.06 0.11
H 1.095970 2.659111 1.161420 0.19 -0.37 0.00
H 2.362377 2.017499 2.242740 -0.35 -0.11 -0.18
H 2.057135 1.208446 0.685099 -0.23 0.37 0.28
H -1.837960 -1.234534 2.077097 -0.42 -0.21 -0.01
H -1.079795 -0.469804 4.601687 0.12 0.14 0.23
H 0.930564 1.156546 4.175390 -0.47 -0.25 -0.34
```
Forces are in eV/Å.

## Properties
- HOMO level (alpha / beta): -4.10 / -7.48 eV
- LUMO level (alpha / beta): 0.01330 / -0.03320 hartree
- 2S+1: 5
- Net charge: 0
- Frontier orbital gap (alpha / beta): 4.46 / 6.57 eV

Charges computed using natural (NBO), reported in e:
1 C -0.519
2 C -0.294
3 C -0.212
4 C -0.298
5 C -0.540
6 Ir 0.697
7 P 0.109
8 H 0.176
9 H 0.195
10 H 0.201
11 H 0.177
12 H 0.197
13 H -0.033
14 H 0.026
15 H -0.010
16 C -0.675
17 C 0.392
18 N -0.541
19 C -0.071
20 C -0.098
21 N -0.508
22 H 0.252
23 H 0.225
24 H 0.263
25 H 0.233
26 H 0.230
27 H 0.426

---

Relative energy (zero: lowest compared OMol25 entry of this formula, charge and spin) readings, ordered: 72.70; 0.00 kcal per mole